# C20H27N3O3S

An isolated molecule of C20H27N3O3S at a distorted geometry (the ωB97M-V functional and the def2-TZVPD basis, the OMol25 dataset).

Positions of all 54 atoms, in Å:
C -6.264 0.609 -1.101
C -4.879 0.331 -1.674
C -3.984 1.567 -1.593
C -2.619 1.359 -2.251
N -1.821 0.380 -1.550
C -0.721 0.700 -0.854
O -0.269 1.833 -0.781
C -0.080 -0.462 -0.193
O -0.538 -1.688 -0.537
N 0.156 -2.632 0.133
C 1.023 -2.023 0.897
C 2.013 -2.763 1.698
S 3.618 -2.728 0.800
C 3.148 -3.267 -0.826
C 3.759 -2.646 -1.909
C 3.436 -3.031 -3.197
C 2.496 -4.026 -3.409
C 1.895 -4.647 -2.328
C 2.223 -4.280 -1.035
C 0.927 -0.602 0.736
C 1.707 0.373 1.551
O 2.192 0.034 2.618
N 1.837 1.591 1.011
C 2.470 2.676 1.723
C 1.461 3.756 2.120
C 0.327 3.236 3.004
C 0.811 2.679 4.338
H -6.752 1.409 -1.654
H -6.888 -0.279 -1.161
H -6.192 0.909 -0.059
H -4.426 -0.493 -1.119
H -4.974 0.021 -2.717
H -4.478 2.401 -2.095
H -3.837 1.846 -0.548
H -2.051 2.292 -2.236
H -2.749 1.033 -3.288
H -2.127 -0.581 -1.564
H 1.707 -3.792 1.871
H 2.223 -2.242 2.631
H 4.482 -1.864 -1.730
H 3.912 -2.545 -4.035
H 2.236 -4.320 -4.416
H 1.167 -5.429 -2.487
H 1.755 -4.778 -0.202
H 1.260 1.843 0.211
H 3.238 3.117 1.077
H 2.953 2.250 2.603
H 1.030 4.181 1.210
H 1.999 4.549 2.643
H -0.367 4.061 3.187
H -0.222 2.461 2.464
H 1.390 1.772 4.193
H -0.039 2.438 4.973
H 1.428 3.411 4.855

Its maximum force is 1.3 eV/Å. As for the net charge: 0. The LUMO energy comes out at 0.07 eV. As for the SMILES: CCCCNC(=O)c1onc(CSc2ccccc2)c1C(=O)NCCCC. The value obtained for the HOMO energy is -8.27 eV. Its energy relative to the best compared isomer or geometry (same formula, charge and spin) is 1.4498 eV. Its calculated total energy is -42626.6299 eV.

=====

# C34H72N4O13S

A cluster of 10 separate species, C34H72N4O13S in total at a distorted geometry (the ωB97M-V functional and the def2-TZVPD basis, the OMol25 dataset).

Positions of all 124 atoms, in Å:
O -0.483 0.222 -2.859
S -1.328 -0.284 -1.766
O -2.670 -0.874 -1.987
O -0.424 -1.248 -0.831
C 0.549 -0.537 -0.134
C -0.195 0.735 0.254
O -1.365 0.785 -0.475
H 0.625 -1.108 0.791
H 1.494 -0.400 -0.661
H 0.328 1.682 0.114
H -0.574 0.673 1.274
C -0.632 -2.823 -4.986
N -1.571 -3.790 -4.409
C -1.160 -4.648 -3.512
C -2.229 -5.659 -3.163
O 0.018 -4.849 -3.135
H -0.265 -2.221 -4.155
H -1.097 -2.045 -5.592
H 0.220 -3.259 -5.508
H -2.526 -3.805 -4.737
H -2.441 -5.574 -2.097
H -1.876 -6.659 -3.414
H -3.164 -5.506 -3.702
C 1.216 6.875 0.114
N 1.507 5.733 -0.752
C 2.084 4.567 -0.381
C 2.298 3.476 -1.426
O 2.376 4.317 0.769
H 0.588 6.557 0.945
H 0.654 7.603 -0.472
H 2.095 7.349 0.552
H 1.026 5.779 -1.638
H 1.577 3.473 -2.244
H 2.240 2.553 -0.851
H 3.271 3.559 -1.910
C 2.263 -3.768 -0.967
N 3.199 -2.682 -0.545
C 3.815 -2.661 0.610
C 4.749 -1.517 0.818
O 3.623 -3.510 1.478
H 2.339 -4.646 -0.325
H 2.498 -4.080 -1.984
H 1.241 -3.388 -0.990
H 3.509 -1.973 -1.193
H 4.569 -0.611 0.240
H 5.732 -1.882 0.521
H 4.787 -1.341 1.893
C 5.795 1.481 -2.100
N 4.677 1.532 -2.987
C 3.851 0.483 -3.262
C 2.670 0.800 -4.128
O 4.059 -0.652 -2.858
H 5.893 2.243 -1.328
H 6.703 1.604 -2.690
H 5.908 0.465 -1.720
H 4.552 2.447 -3.396
H 2.946 1.405 -4.991
H 1.895 1.346 -3.590
H 2.111 -0.033 -4.555
C 3.865 2.945 3.173
C 3.029 2.500 4.297
C 2.088 1.468 3.729
O 2.313 1.435 2.329
C 3.663 1.839 2.110
H 4.950 2.859 3.241
H 3.533 3.926 2.835
H 2.520 3.401 4.641
H 3.578 2.203 5.191
H 1.062 1.696 4.019
H 2.297 0.493 4.167
H 3.882 2.202 1.106
H 4.198 0.915 2.330
C -4.326 2.247 -3.930
C -3.460 2.851 -2.834
C -2.746 3.886 -3.565
O -2.591 3.441 -4.922
C -3.520 2.428 -5.216
H -5.290 2.744 -4.036
H -4.470 1.195 -3.682
H -2.764 2.088 -2.485
H -4.031 3.071 -1.932
H -1.800 4.123 -3.080
H -3.241 4.854 -3.646
H -3.063 1.481 -5.503
H -4.155 2.853 -5.993
C 0.212 -2.469 5.511
C 1.407 -2.398 4.581
C 0.927 -2.081 3.203
O -0.467 -1.598 3.464
C -0.610 -1.347 4.862
H 0.464 -2.360 6.565
H -0.366 -3.383 5.372
H 1.990 -3.318 4.614
H 2.101 -1.619 4.896
H 0.949 -2.915 2.501
H 1.532 -1.234 2.881
H -1.641 -1.282 5.211
H -0.301 -0.338 5.133
C -3.603 1.613 1.716
C -3.917 0.290 2.398
C -5.251 0.520 2.993
O -5.156 1.833 3.483
C -4.368 2.630 2.569
H -3.903 1.678 0.670
H -2.519 1.715 1.658
H -3.221 0.127 3.220
H -3.920 -0.566 1.722
H -5.452 -0.172 3.810
H -6.081 0.445 2.291
H -3.756 3.350 3.111
H -4.994 3.274 1.952
C -2.198 -2.978 1.277
C -3.229 -3.490 0.272
C -3.720 -4.677 0.991
O -3.960 -4.184 2.336
C -2.880 -3.280 2.635
H -1.920 -1.934 1.138
H -1.287 -3.575 1.251
H -2.792 -3.674 -0.709
H -4.061 -2.795 0.149
H -2.980 -5.477 0.991
H -4.659 -5.091 0.622
H -2.137 -3.725 3.298
H -3.303 -2.368 3.056

Its maximum force is 4.5 eV/Å. As for the net charge: 0. The LUMO energy comes out at 0.13 eV. As for the SMILES: O=S1(=O)OCCO1.CNC(C)=O.CNC(C)=O.CNC(C)=O.CNC(C)=O.C1CCOC1.C1CCOC1.C1CCOC1.C1CCOC1.C1CCOC1. The value obtained for the HOMO energy is -9.12 eV. Its calculated total energy is -79835.5625 eV.

=====

# C3H7ClO2

A cluster of 2 separate species, C3H7ClO2 in total at a distorted geometry (the ωB97M-V functional and the def2-TZVPD basis, the OMol25 dataset).

Positions of all 13 atoms, in Å:
C -0.771 -0.581 -0.710
C -0.958 0.986 1.346
C -0.442 0.718 -0.027
O 0.317 1.467 -0.497
O 2.614 -1.538 -0.830
Cl 3.233 0.038 -0.694
H 1.775 -1.496 -1.279
H -1.278 -1.300 -0.071
H 0.070 -0.993 -1.133
H -1.063 1.968 1.513
H -0.108 0.576 2.098
H -1.886 0.517 1.683
H -1.504 -0.362 -1.399

Its expectation value of S² is 2.008. Its maximum force is 6.1 eV/Å. As for the net charge: 0. Its spin multiplicity is 3. The LUMO energy (spin up / spin down) comes out at 0.78 / -2.74 eV. The value obtained for the HOMO energy (spin up / spin down) is -7.15 / -9.86 eV. Its energy relative to the best compared isomer or geometry (same formula, charge and spin) is 1.3688 eV. Its calculated total energy is -19835.9252 eV.

=====

# C6H5AlN2O6

A structure of composition C6H5AlN2O6 at a distorted geometry (the ωB97M-V functional and the def2-TZVPD basis, the OMol25 dataset).

Positions of all 20 atoms, in Å:
O -3.545 -4.681 -1.012
C -2.628 -4.009 -1.024
Al 0.251 0.078 -0.912
O 2.350 -1.728 0.375
C 1.596 -1.001 -0.168
C 1.906 2.284 -1.321
O 2.444 3.277 -1.531
C -0.806 2.721 -2.480
O -1.817 2.738 -3.012
C 0.770 -0.254 -3.189
O 0.810 -0.643 -4.278
H 0.384 -1.573 -0.240
N -0.036 1.350 2.918
C -0.233 0.502 1.895
N -0.299 -0.803 2.147
O -0.370 0.959 0.691
H 0.125 1.003 3.859
H -0.048 2.350 2.748
H -0.575 -1.452 1.418
H -0.283 -1.119 3.114

Its maximum force is 5.8 eV/Å. As for the net charge: +2. The LUMO energy comes out at -10.83 eV. The value obtained for the HOMO energy is -17.91 eV. Its calculated total energy is -28145.5919 eV.

=====

# C4H8N2

An isolated molecule of C4H8N2 (the ωB97M-V functional and the def2-TZVPD basis, the OMol25 dataset).

Positions of all 14 atoms, in Å:
C 1.902 -0.082 -0.083
N 1.062 -1.189 0.361
C 0.626 -0.381 -0.768
C -0.571 0.488 -0.480
C -1.740 -0.143 0.174
N -0.817 0.687 0.946
H 2.856 -0.442 -0.450
H 1.927 0.841 0.497
H 0.537 -0.864 1.174
H 0.619 -0.875 -1.740
H -0.764 1.324 -1.151
H -1.694 -1.206 0.407
H -2.736 0.240 -0.031
H -1.207 1.602 1.143

Its maximum force is 0.5 eV/Å. As for the net charge: 0. The LUMO energy comes out at 1.07 eV. As for the SMILES: C1N[C@H]1[C@H]1CN1. The value obtained for the HOMO energy is -9.18 eV. Its energy relative to the best compared isomer or geometry (same formula, charge and spin) is 2.1490 eV. Its calculated total energy is -7255.7264 eV.